Record 1
The following is a DFT calculation (wB97M-V/def2-TZVPD) of a molecular structure, C35H59N9OPRuSSi2.

Geometry as ORCA input:
```
! RIJCOSX wB97M-V def2-TZVPD def2/J DEFGRID3
* xyz -1 5
Ru -0.9122 1.0037 -0.6241
N -4.9987 0.3519 -2.6269
C -3.8711 0.6015 -1.8593
S -2.3874 0.7641 -2.7302
N -4.0950 0.7260 -0.5908
N -2.9725 1.0137 0.1981
C -3.3016 1.5885 1.3064
C -2.4449 1.9823 2.4026
C -3.0420 2.6879 3.4571
C -2.3113 3.1550 4.5261
C -0.9292 2.9134 4.5418
C -0.3171 2.2054 3.5369
C -1.0595 1.6839 2.4433
O -0.4967 0.9313 1.5647
H -4.8053 -0.0834 -3.5139
H -5.7698 -0.0393 -2.1080
H -4.3673 1.7926 1.4283
H -4.1092 2.8792 3.4061
H -2.7879 3.7042 5.3262
H -0.3302 3.2960 5.3611
H 0.7529 2.0338 3.5369
C 2.1087 2.7794 -3.6930
Si 1.7159 1.1087 -2.9390
C 3.3534 0.1727 -2.7929
C 0.5998 0.1932 -4.1214
N 0.9667 1.3430 -1.4043
C 1.4684 2.3484 -0.5603
C 2.8013 2.4914 -0.1951
C 3.2112 3.4785 0.6986
C 2.2737 4.3364 1.2460
C 0.9327 4.2077 0.8912
C 0.5118 3.2407 -0.0122
N -0.8261 3.0288 -0.4057
Si -1.8443 4.4089 -0.6816
C -3.4240 3.9631 -1.5603
C -2.3743 5.3292 0.8731
C -0.9101 5.6450 -1.7389
H 2.6022 2.6753 -4.6623
H 1.1829 3.3405 -3.8362
H 2.7571 3.3650 -3.0393
H 3.3343 -0.5382 -1.9637
H 4.1793 0.8657 -2.6207
H 3.5718 -0.3850 -3.7068
H 1.1888 -0.3604 -4.8560
H -0.0328 0.9032 -4.6563
H -0.0622 -0.5023 -3.6090
H 3.5299 1.8043 -0.6096
H 4.2559 3.5553 0.9728
H 2.5699 5.0895 1.9655
H 0.1946 4.8520 1.3482
H -4.1246 3.4319 -0.9151
H -3.2412 3.3396 -2.4342
H -3.9013 4.8919 -1.8842
H -2.7505 4.6541 1.6411
H -3.1762 6.0234 0.6049
H -1.5671 5.9143 1.3154
H -0.7722 5.2579 -2.7506
H 0.0758 5.8657 -1.3280
H -1.4713 6.5807 -1.8033
N -0.6951 -0.8997 -0.5450
P 0.1857 -1.9757 0.1203
N 1.2900 -1.6266 1.3198
C 2.2843 -0.5930 0.9901
C 3.5253 -0.7536 1.8563
C 3.1543 -0.7323 3.3364
C 2.0607 -1.7567 3.6253
C 0.8617 -1.5207 2.7163
N 1.1669 -2.7764 -0.9796
C 2.4837 -3.3402 -0.7411
C 2.6020 -4.7663 -1.2750
C 2.1654 -4.8557 -2.7333
C 0.7739 -4.2560 -2.9001
C 0.7528 -2.8267 -2.3740
N -0.8082 -3.1157 0.8305
C -0.2799 -4.4304 1.1707
C -1.3174 -5.2237 1.9504
C -2.5695 -5.4615 1.0994
C -2.9034 -4.2243 0.2420
C -2.2636 -2.9719 0.8230
H 1.8444 0.3987 1.1456
H 2.5350 -0.6628 -0.0696
H 4.2222 0.0559 1.6245
H 4.0259 -1.6982 1.6165
H 2.7790 0.2642 3.5930
H 4.0348 -0.9142 3.9583
H 1.7435 -1.6988 4.6696
H 2.4494 -2.7668 3.4518
H 0.4435 -0.5258 2.8997
H 0.0741 -2.2496 2.9020
H 2.6858 -3.3240 0.3269
H 3.2497 -2.7185 -1.2334
H 1.9793 -5.4307 -0.6672
H 3.6376 -5.0989 -1.1618
H 2.1947 -5.8908 -3.0824
H 2.8689 -4.2885 -3.3537
H 0.0440 -4.8522 -2.3422
H 0.4716 -4.2623 -3.9500
H -0.2382 -2.3831 -2.4600
H 1.4367 -2.2158 -2.9805
H 0.6390 -4.3173 1.7565
H -0.0076 -4.9906 0.2629
H -1.5758 -4.6693 2.8564
H -0.8862 -6.1743 2.2727
H -3.4100 -5.7118 1.7508
H -2.4075 -6.3288 0.4536
H -3.9834 -4.0875 0.1628
H -2.5233 -4.3543 -0.7749
H -2.6409 -2.8008 1.8403
H -2.5076 -2.0871 0.2399
*
```

Values from the calculation:
Calculated total energy ... -91178.8910 eV

Atomic partial charges in e from the Mulliken method, atoms 1 to 8:
1 Ru -0.265
2 N -0.535
3 C 0.620
4 S -0.542
5 N -1.576
6 N 1.644
7 C -1.091
8 C 0.825

Record 2
The following is a DFT calculation (wB97M-V/def2-TZVPD) of a molecular structure, C35H61N12O4S2.

Geometry as ORCA input:
```
! RIJCOSX wB97M-V def2-TZVPD def2/J DEFGRID3
* xyz -1 1
C 7.3780 -4.1710 2.3220
C 7.0506 -4.1940 0.7695
C 5.6011 -3.6718 0.3895
C 5.1151 -2.3961 1.1948
C 5.6830 -1.0160 0.6234
C 5.1182 -0.6393 -0.8109
C 3.5328 -0.6490 -0.9364
C 2.9146 0.7312 -1.5092
C 2.0596 1.4223 -0.3323
C 0.5139 1.0662 -0.3904
C 0.0994 -0.2562 0.3818
C -0.9487 -0.0032 1.5665
C -1.8530 -1.2777 1.8615
S -3.5479 -1.1424 1.1226
O -4.5291 -1.7902 2.0851
O -3.9780 0.3006 0.9084
N -3.5253 -1.9566 -0.3713
S -5.0859 -2.3781 -0.8575
O -5.5865 -1.5221 -2.0047
O -5.1028 -3.8138 -1.3181
H 6.4487 -4.4542 2.9122
H 8.2175 -4.8628 2.6136
H 7.6800 -3.1174 2.6316
H 7.0849 -5.2926 0.4587
H 7.8770 -3.7036 0.1594
H 4.8403 -4.4987 0.4699
H 5.6404 -3.3808 -0.7120
H 3.9773 -2.3915 1.1310
H 5.3588 -2.4068 2.2952
H 6.8132 -1.0025 0.5634
H 5.3940 -0.1950 1.3562
H 5.5145 0.3784 -1.1315
H 5.5424 -1.3806 -1.5641
H 3.1926 -1.5139 -1.5897
H 3.0648 -0.8009 0.0770
H 2.2497 0.4883 -2.3954
H 3.7364 1.4223 -1.8503
H 2.1382 2.5518 -0.4903
H 2.5442 1.2172 0.6779
H 0.1381 0.9876 -1.4589
H -0.0466 1.9220 0.1098
H -0.4011 -1.0256 -0.2965
H 0.9800 -0.7992 0.8519
H -0.3463 0.1910 2.5110
H -1.5662 0.9263 1.3682
H -1.3028 -2.1993 1.4902
H -1.9934 -1.4056 2.9804
H -6.0238 -2.2827 0.1628
C -6.8059 -0.8476 -4.9807
C -6.6229 0.0015 -6.1932
N -6.4799 0.6625 -7.1388
H -5.9535 -0.7284 -4.3109
H -7.7137 -0.5540 -4.4560
H -6.8860 -1.8952 -5.2709
C -2.9166 -0.4594 -3.7468
C -1.8411 0.4900 -3.3402
N -1.0084 1.2327 -3.0113
H -2.7047 -1.4514 -3.3471
H -3.8768 -0.1182 -3.3585
H -2.9691 -0.5148 -4.8349
C -4.6284 2.4804 3.4149
C -3.5807 3.4122 3.9175
N -2.7624 4.1401 4.3078
H -4.4424 1.4749 3.7931
H -5.6109 2.8117 3.7525
H -4.6136 2.4574 2.3249
C 9.9685 -1.0049 4.2186
C 9.7099 -1.0333 2.7509
N 9.5078 -1.0562 1.6078
H 10.5802 -1.8614 4.5028
H 10.4937 -0.0873 4.4839
H 9.0237 -1.0453 4.7611
C -4.1844 7.2747 3.1493
C -5.2779 6.3171 2.8238
N -6.1271 5.5657 2.5722
H -4.5117 7.9568 3.9344
H -3.3064 6.7269 3.4941
H -3.9213 7.8511 2.2620
C 2.1165 -2.1264 -5.3552
C 3.0978 -1.3316 -4.5613
N 3.8591 -0.7092 -3.9426
H 2.2944 -1.9789 -6.4189
H 2.2206 -3.1853 -5.1209
H 1.1018 -1.8068 -5.1160
C 0.4803 -2.4682 -9.8082
C 0.6671 -3.2185 -8.5337
N 0.8118 -3.8019 -7.5403
H -0.4715 -2.7432 -10.2628
H 0.4848 -1.3962 -9.6102
H 1.2887 -2.7071 -10.4995
C 0.3335 5.3812 5.7399
C 1.3847 6.3132 6.2410
N 2.2032 7.0391 6.6315
H 0.5188 4.3759 6.1179
H -0.6481 5.7129 6.0776
H 0.3460 5.3595 4.6503
C -10.0006 0.7094 -1.6796
C -10.0362 0.2650 -3.1018
N -10.0633 -0.0803 -4.2102
H -10.9282 1.2251 -1.4301
H -9.8848 -0.1548 -1.0254
H -9.1616 1.3882 -1.5255
C -7.2159 -2.0467 4.5395
C -7.1000 -2.7845 5.8300
N -7.0105 -3.3585 6.8359
H -8.1433 -2.3230 4.0374
H -7.2179 -0.9727 4.7261
H -6.3722 -2.2941 3.8917
C 5.7956 3.6138 1.2428
C 4.8488 2.5441 1.6657
N 4.1093 1.7113 1.9935
H 5.6860 4.4825 1.8923
H 6.8203 3.2468 1.3066
H 5.5852 3.9080 0.2142
*
```

Values from the calculation:
Calculated total energy ... -85021.2320 eV

Atomic partial charges in e from the Mulliken method, atoms 1 to 8:
1 C -0.894
2 C -0.484
3 C -0.676
4 C -0.338
5 C -0.247
6 C -0.731
7 C 0.054
8 C -0.597

Record 3
The following is a DFT calculation (wB97M-V/def2-TZVPD) of a molecular structure, C35H61N2OPSTc.

Geometry as ORCA input:
```
! RIJCOSX wB97M-V def2-TZVPD def2/J DEFGRID3
* xyz 2 4
Tc 10.6122 11.5404 12.4736
C 11.2005 13.8158 17.9376
C 11.5567 13.6273 16.4270
C 12.9156 12.9214 16.3946
C 10.4738 13.0380 15.4742
C 9.1379 13.4050 15.6892
C 8.1175 12.5529 15.2271
C 8.4926 11.2446 14.8973
C 7.4389 10.1919 15.0476
C 9.8322 10.9260 14.5003
C 10.8373 12.0098 14.5683
H 12.0111 14.4418 18.3854
H 11.2108 12.8375 18.4276
H 10.2476 14.3410 18.1245
H 11.6936 14.6621 16.0418
H 12.8895 11.8959 16.7539
H 13.5860 13.4352 17.0668
H 13.3655 12.8853 15.4077
H 8.8613 14.3414 16.2393
H 7.0369 12.7938 15.2234
H 6.5401 10.6151 15.5171
H 7.8320 9.3659 15.6681
H 7.1074 9.7692 14.0851
H 10.0780 9.7960 14.6482
H 11.9139 11.7154 14.5391
C 14.5369 11.4988 11.4060
O 13.3831 11.7914 12.2200
C 12.3885 10.8683 12.2394
C 12.9166 9.4501 12.4342
H 14.2462 11.0067 10.4388
H 15.2043 10.8642 12.0350
H 15.0705 12.4908 11.3611
H 13.1910 9.1734 11.4027
H 12.1347 8.7710 12.7157
H 13.7735 9.4464 13.1576
C 6.2505 15.1923 10.8322
C 6.3353 13.7085 10.2651
C 7.8343 13.2843 10.1214
C 8.7585 14.1328 10.9796
C 8.0827 14.3162 12.3508
C 6.8144 15.2193 12.2343
P 10.4703 13.4519 11.0703
C 11.6998 14.8731 11.5239
C 11.6922 15.0445 13.0673
C 12.4745 16.2586 13.6040
C 12.1457 17.5745 12.7864
C 11.0685 17.3208 11.6886
C 11.5319 16.1770 10.7598
C 11.2928 13.0073 9.4091
C 11.1847 11.5548 8.8853
C 12.1871 11.2305 7.7883
C 12.3427 12.3362 6.7032
C 11.1654 13.3069 6.8583
C 11.0519 14.0198 8.2459
H 5.1524 15.4650 10.7807
H 6.7279 15.9344 10.1705
H 5.7474 13.5994 9.3326
H 5.8945 13.0400 10.9838
H 8.1867 13.3915 9.0926
H 7.8671 12.2038 10.4173
H 8.8579 15.1215 10.5748
H 8.7071 14.7062 13.1825
H 7.8306 13.3091 12.6609
H 6.9636 16.2814 12.5651
H 6.0004 14.8507 12.8791
H 12.6954 14.5297 11.1854
H 12.1512 14.1277 13.5510
H 10.6876 15.1224 13.3889
H 13.5266 16.0411 13.5366
H 12.2702 16.3926 14.6468
H 13.0331 18.0057 12.3210
H 11.8374 18.3365 13.4608
H 10.8561 18.2043 11.0983
H 10.0910 17.0604 12.1357
H 12.4658 16.4630 10.2009
H 10.8166 16.0880 9.9629
H 12.3933 13.0826 9.6524
H 10.1695 11.2938 8.4594
H 11.3777 10.8556 9.6793
H 11.7784 10.3166 7.3274
H 13.0995 10.9683 8.3179
H 12.3192 11.9228 5.6830
H 13.2766 12.8796 6.7588
H 10.2428 12.7590 6.5237
H 11.1596 13.9913 5.9587
H 10.0284 14.4926 8.2854
H 11.8829 14.7928 8.3072
S 8.8027 10.3554 11.7503
C 9.0705 8.9793 10.7254
N 8.2731 9.0079 9.6662
C 8.3018 7.9454 8.6730
C 8.7722 6.6165 9.3416
C 10.0749 6.8362 10.2370
N 9.8564 7.9440 11.1191
H 7.7924 9.8767 9.4934
H 9.0451 8.1884 7.8955
H 7.3743 7.7546 8.0973
H 9.0014 5.8703 8.5260
H 8.0318 6.2261 10.0447
H 10.9237 7.1468 9.6271
H 10.2820 5.9776 10.8525
H 10.2421 8.0089 12.0659
*
```

Values from the calculation:
Calculated total energy ... -64617.3374 eV

Atomic partial charges in e from the Mulliken method, atoms 1 to 8:
1 Tc -0.301
2 C -1.395
3 C 1.029
4 C -1.649
5 C -0.005
6 C -0.842
7 C -0.918
8 C 0.735

Record 4
The following is a DFT calculation (wB97M-V/def2-TZVPD) of a molecular structure, C35H61N3O3PTl.

Geometry as ORCA input:
```
! RIJCOSX wB97M-V def2-TZVPD def2/J DEFGRID3
* xyz 2 1
Tl -2.3294 -0.1187 0.2821
C 5.3052 0.4546 -2.3546
C 4.5610 -0.7786 -2.9165
C 4.8264 -0.8488 -4.4234
C 5.1103 -2.0546 -2.2539
C 3.1007 -0.5932 -2.5777
C 2.7082 -0.6048 -1.2606
C 1.4089 -0.2470 -0.8810
N 0.9948 -0.2831 0.3627
C 1.6662 -0.1653 1.4857
C 2.8316 0.6003 1.6417
C 3.4606 0.6648 2.8593
C 2.7865 0.1621 4.0401
C 1.6058 -0.4888 4.0284
C 1.0677 -0.8585 2.7021
O 0.1947 -1.6820 2.5268
C 0.7980 -0.7608 5.2936
C -0.4695 0.1134 5.1805
C 1.5766 -0.3484 6.5430
C 0.3921 -2.2380 5.4462
C 4.8255 1.2748 3.0269
C 4.7061 2.5320 3.9146
C 5.7379 0.2489 3.7283
C 5.4650 1.6709 1.6947
C 0.3878 0.0987 -1.9737
O -0.7126 0.5460 -1.7068
C 0.8131 -0.1085 -3.3772
C 2.1143 -0.3770 -3.6102
C -0.2261 -0.0808 -4.4891
C -1.2441 -1.2030 -4.1803
C 0.4025 -0.3624 -5.8539
C -0.9531 1.2756 -4.5683
H 6.3674 0.3622 -2.5786
H 5.1861 0.5395 -1.2738
H 4.9339 1.3702 -2.8175
H 5.8949 -0.9792 -4.5850
H 4.5296 0.0720 -4.9270
H 4.3159 -1.6955 -4.8851
H 6.1408 -2.2014 -2.5739
H 4.5326 -2.9297 -2.5541
H 5.1072 -1.9947 -1.1656
H 3.4005 -0.8914 -0.4821
H 3.2082 1.1348 0.7818
H 3.2552 0.3723 4.9892
H -0.2053 1.1713 5.1268
H -1.0957 -0.0382 6.0592
H -1.0553 -0.1453 4.2969
H 1.8406 0.7103 6.5243
H 2.4875 -0.9405 6.6466
H 0.9628 -0.5202 7.4255
H -0.2456 -2.5690 4.6358
H -0.1514 -2.3584 6.3831
H 1.2741 -2.8795 5.4810
H 4.3275 2.2987 4.9093
H 4.0494 3.2734 3.4581
H 5.6966 2.9710 4.0274
H 5.3713 -0.0238 4.7171
H 6.7290 0.6832 3.8511
H 5.8322 -0.6601 3.1322
H 4.9192 2.4812 1.2081
H 5.5260 0.8168 1.0165
H 6.4791 2.0226 1.8766
H 2.4427 -0.4680 -4.6332
H -0.7423 -2.1724 -4.1405
H -1.9938 -1.2403 -4.9700
H -1.7568 -1.0411 -3.2349
H 0.9338 -1.3156 -5.8694
H 1.0887 0.4335 -6.1494
H -0.3863 -0.4122 -6.6026
H -1.5175 1.4805 -3.6647
H -1.6448 1.2547 -5.4100
H -0.2431 2.0869 -4.7363
C -3.7224 -4.2546 0.5205
P -4.5043 -3.1489 -0.6795
C -6.1144 -2.6655 -0.0098
C -4.8439 -4.1324 -2.1568
O -3.6432 -1.9511 -0.9796
H -4.3408 -5.1305 0.7116
H -3.5535 -3.7119 1.4508
H -2.7594 -4.5699 0.1188
H -6.7484 -3.5365 0.1527
H -6.5949 -1.9967 -0.7234
H -5.9732 -2.1373 0.9328
H -5.4927 -4.9723 -1.9078
H -3.9074 -4.5073 -2.5679
H -5.3323 -3.5038 -2.9002
C -7.1427 2.2651 -0.6898
C -5.8701 3.0938 -0.5635
C -5.9082 3.9324 0.7099
C -5.6876 3.9965 -1.7919
N -4.7732 2.1163 -0.4757
N -3.4840 2.5056 -0.0636
H -8.0140 2.9134 -0.7763
H -7.2671 1.6323 0.1890
H -7.1085 1.6286 -1.5768
H -6.8245 4.5206 0.7292
H -5.0740 4.6346 0.7612
H -5.9018 3.2880 1.5912
H -6.5063 4.7140 -1.8650
H -5.6776 3.4052 -2.7090
H -4.7546 4.5591 -1.7232
H -4.7411 1.4692 -1.2477
H -3.5431 3.1448 0.7150
H -2.8980 2.9012 -0.7976
*
```

Values from the calculation:
Calculated total energy ... -61866.8317 eV

Atomic partial charges in e from the Mulliken method, atoms 1 to 8:
1 Tl 0.895
2 C -1.293
3 C 1.967
4 C -2.233
5 C -1.630
6 C -0.454
7 C -0.305
8 C -0.728

Which of these has the highest calculated total energy?
C35H61N3O3PTl

calculated total energy of number 1 (C35H59N9OPRuSSi2)?
-91178.8910 eV